Here is a structure of composition C7H11N3S from OMol25. Energies are from ωB97M-V/def2-TZVPD.

## Properties
E_HOMO	-8.6716	eV
lowest unoccupied orbital energy	0.70	eV
calculated total energy	-22738.632	eV
Kohn-Sham gap	0.344	Eh
molar mass	169.25	u
relative energy (zero: lowest compared OMol25 entry of this formula, charge and spin)	3.5194	eV

Last column: Mulliken charge in e.
Cartesian coordinates (Å):
C  2.7336  -0.2721  2.6746  -0.84
C  1.4732  0.2293  2.0579  0.35
C  -0.1580  0.6341  0.7698  0.31
C  -1.1054  0.5294  -0.3346  0.54
C  -1.4595  -0.9987  -0.6143  -0.67
C  -1.0088  -1.1010  -2.0650  -0.56
C  -0.5863  1.0290  -1.7262  -1.30
H  3.1169  -1.2507  1.8509  0.25
H  2.6943  -0.4558  3.9352  0.29
H  3.6612  0.7982  2.5342  0.20
H  -1.9250  1.2749  -0.3298  0.35
H  -2.5599  -1.2582  -0.1868  0.27
H  -0.9084  -1.7086  0.0316  0.33
H  0.0237  -1.4779  -2.1068  0.24
H  -1.6353  -1.7489  -2.6209  0.40
H  -2.0753  0.5637  -3.1893  0.30
H  -0.6119  2.0718  -2.0559  0.45
H  0.4578  0.7898  -1.7388  0.43
N  0.6070  0.7855  2.9835  -0.41
N  0.9658  -0.0486  0.7646  -0.50
N  -1.1042  0.1739  -2.7286  -0.41
S  -0.5956  1.4410  2.0947  -0.01

Atomic forces in eV per Å
C 3.8 0.1 -0.9
C -2.5 -0.9 2.6
C -0.3 -0.9 -3.1
C -1.1 0.8 -2.1
C -1.7 0.6 2.3
C -1.6 -1.1 -1.0
C 1.9 0.1 -0.2
H -0.8 3.0 3.2
H 0.0 0.3 -4.2
H -2.8 -3.6 0.3
H -0.4 -1.1 1.4
H 2.0 0.8 -2.0
H 0.3 0.8 -0.3
H -0.2 0.3 0.0
H -0.4 -1.2 -0.5
H 2.9 -2.0 2.0
H -0.6 0.1 0.8
H 1.1 0.1 0.2
N 2.8 0.4 -1.9
N 1.2 1.6 2.9
N -2.7 1.5 -1.8
S -1.0 0.3 2.3